[1]
# C41H99F2HfN18O39PS2

A structure of composition C41H99F2HfN18O39PS2 in a non-equilibrium geometry (the ωB97M-V functional and the def2-TZVPD basis, OMol25).

Geometry as XYZ:
```
203
Properties=species:S:1:pos:R:3:lowdin_charge:R:1
Hf -15.83922 7.33721 15.92546 1.79
N -13.99293 8.47336 14.59059 -0.35
S -13.82499 8.13882 13.04055 0.44
O -14.76484 7.11328 12.74773 -0.28
O -12.65560 8.31273 12.31133 -0.21
F -14.56537 9.45332 12.54505 -0.19
S -12.54166 9.28982 14.99635 0.64
O -12.48427 10.55750 14.37576 -0.22
O -11.48724 8.43689 15.28080 -0.21
F -13.02412 9.73525 16.64820 -0.26
P -17.76992 6.47672 17.69758 0.08
O -16.55521 5.81744 16.89307 -0.41
O -17.24629 7.97372 17.17883 -0.44
O -17.55729 6.38129 19.14760 -0.28
O -19.05224 6.19886 17.06046 -0.30
C -15.09321 5.26887 21.25259 0.04
N -13.69590 5.14046 20.79383 -0.42
O -13.48191 4.95088 19.57558 0.01
O -12.79795 5.01171 21.58711 0.07
H -15.66019 5.28078 20.34783 0.07
H -15.28865 6.04880 21.97208 0.07
H -15.28125 4.32651 21.80985 0.12
C -24.59613 7.50744 19.86811 0.03
N -24.34798 8.83321 19.30489 -0.42
O -25.19224 9.69078 19.32319 0.10
O -23.19920 8.98710 18.83849 0.01
H -24.33906 6.73186 19.10045 0.09
H -25.68249 7.37114 19.94712 0.11
H -24.08128 7.43054 20.82029 0.08
C -18.74284 4.92286 14.15716 0.09
N -17.26362 5.06806 14.14142 -0.33
O -16.48403 4.14694 14.09665 0.14
O -16.78671 6.21343 14.11471 -0.13
H -19.16604 5.14160 15.14568 0.07
H -18.79280 3.83006 13.84301 0.13
H -19.10876 5.50332 13.26985 0.11
C -20.63777 9.37716 17.24177 0.04
N -19.51501 10.33402 17.16077 -0.41
O -19.06371 10.57967 16.07068 0.06
O -19.12544 10.86815 18.17622 0.08
H -21.54853 9.93467 16.89349 0.11
H -20.80578 9.12945 18.27677 0.07
H -20.54021 8.47405 16.61624 0.08
C -15.93520 7.53911 9.27973 0.10
N -17.10151 6.85487 10.05975 -0.43
O -17.60469 5.91793 9.57005 0.10
O -17.37842 7.32371 11.17070 0.02
H -15.09305 7.37310 9.92372 0.08
H -16.19910 8.57843 9.25903 0.09
H -15.90767 7.10316 8.29952 0.09
C -21.77676 5.90711 16.38701 0.04
N -23.24817 5.84327 15.95805 -0.42
O -24.11522 6.17386 16.71993 0.04
O -23.48484 5.50958 14.82621 0.06
H -21.68733 6.39326 17.34118 0.07
H -21.25271 6.55610 15.67648 0.07
H -21.47310 4.83753 16.26011 0.11
C -13.27815 8.64070 19.22890 0.08
N -13.29784 7.71726 18.07017 -0.39
O -12.28112 7.30366 17.61039 0.16
O -14.40690 7.39148 17.68927 -0.07
H -13.70679 8.15699 20.08698 0.08
H -13.89431 9.48106 18.96549 0.08
H -12.28980 8.98506 19.45234 0.11
C -24.46755 9.13968 15.20748 0.10
N -23.04989 9.39249 14.64676 -0.41
O -22.81588 10.40720 14.05079 0.08
O -22.26916 8.46602 14.78537 0.01
H -25.09591 8.80001 14.40622 0.10
H -24.68270 10.13621 15.63911 0.11
H -24.37201 8.42462 15.99235 0.05
C -20.23884 6.63291 20.44643 0.05
N -21.34825 5.96096 21.13040 -0.42
O -22.16786 6.61576 21.75291 0.04
O -21.45506 4.78336 21.01578 0.07
H -19.77127 7.36150 21.09801 0.08
H -20.68042 7.16035 19.60475 0.09
H -19.54747 5.86219 20.18796 0.06
C -17.25895 9.29175 20.26710 0.04
N -16.79043 8.35197 21.30964 -0.42
O -17.61658 7.86429 22.02018 0.07
O -15.62250 8.03894 21.39246 0.03
H -17.44291 8.65723 19.40338 0.06
H -16.40266 9.93726 20.00290 0.09
H -18.13392 9.90378 20.46136 0.10
C -19.44316 9.26380 12.73903 0.04
N -18.08616 9.49413 13.32000 -0.41
O -17.56499 10.55510 13.13267 0.10
O -17.70823 8.63027 14.08560 -0.01
H -19.54132 9.75905 11.75140 0.11
H -20.18188 9.76742 13.39266 0.09
H -19.72225 8.21600 12.79085 0.08
C -14.36021 3.52404 16.06959 0.09
N -13.86968 4.63496 15.19375 -0.35
O -13.12684 4.34443 14.29480 0.15
O -14.25956 5.78258 15.31697 -0.10
H -13.48373 3.04459 16.50295 0.12
H -14.78402 2.78640 15.40386 0.10
H -15.04171 3.85738 16.80860 0.07
C -16.25014 12.12739 15.82587 0.09
N -16.09240 10.86652 16.57746 -0.36
O -15.82972 10.94834 17.74038 0.11
O -16.05006 9.79409 15.97409 -0.10
H -15.54757 12.04723 15.00801 0.11
H -15.94322 12.91488 16.47457 0.10
H -17.25402 12.16979 15.42685 0.09
C -19.93738 3.40020 18.61269 0.04
N -19.10303 2.85543 17.46795 -0.42
O -19.62310 2.46240 16.43501 0.04
O -17.89085 2.84556 17.66105 0.05
H -20.90905 2.88350 18.70227 0.09
H -20.11756 4.44247 18.30355 0.06
H -19.29302 3.26213 19.50205 0.10
C -24.47886 0.43403 21.08570 -0.04
C -25.75026 1.09603 20.47326 -0.48
C -25.75536 2.63899 20.83318 -0.11
C -24.94907 3.48772 19.86767 -0.18
C -25.25532 3.16931 18.41876 -0.15
C -25.03324 1.71634 18.12732 -0.56
N -25.90851 0.90051 19.03784 -0.08
O -25.55947 -0.44615 18.83835 -0.04
C -25.42317 1.44587 16.69201 -0.03
C -23.57749 1.42249 18.25775 -0.05
C -26.93161 0.37024 21.17273 -0.04
H -24.66325 0.29250 22.13254 0.08
H -23.54582 0.93754 21.02228 0.05
H -24.19809 -0.51186 20.61329 0.09
H -26.81103 2.92625 20.88154 0.12
H -25.31858 2.78101 21.81565 0.12
H -23.84800 3.31129 19.98023 0.11
H -25.24274 4.47449 20.14482 0.09
H -24.58084 3.81095 17.85228 0.10
H -26.32852 3.39644 18.14722 0.15
H -24.96181 0.58557 16.28281 0.07
H -26.53541 1.32165 16.83856 0.11
H -25.15874 2.28494 16.05458 0.09
H -23.21405 1.71277 19.23944 0.05
H -23.33941 0.39476 18.09415 0.08
H -22.96639 2.01897 17.46139 0.13
H -26.92232 0.52077 22.26634 0.09
H -26.82191 -0.71865 20.94237 0.09
H -27.91538 0.68022 20.81457 0.08
H -26.29183 -0.71383 18.27314 0.11
C -20.30919 2.07787 22.72926 -0.02
C -19.88994 2.71129 24.05914 -0.57
C -18.37755 2.64460 24.18807 -0.14
C -17.82414 3.50275 25.33473 -0.17
C -18.29807 4.89628 24.98239 -0.14
C -19.84110 5.11544 24.95673 -0.46
N -20.33442 4.07092 24.00123 -0.09
O -21.76205 4.05693 23.94144 -0.03
C -20.50473 4.97328 26.35373 -0.03
C -20.16188 6.48404 24.38796 -0.04
C -20.41363 2.03138 25.28989 -0.04
H -21.37410 1.98673 22.74783 0.06
H -20.00604 1.03315 22.53006 0.10
H -20.12367 2.79507 21.92538 0.07
H -18.11543 1.58500 24.37010 0.13
H -18.07347 3.07724 23.25136 0.11
H -16.76523 3.54214 25.34706 0.09
H -18.14098 3.23337 26.39445 0.13
H -18.01619 5.18869 23.95461 0.12
H -17.75887 5.56340 25.67068 0.13
H -20.10544 4.18471 27.00118 0.06
H -20.46521 5.93202 26.82822 0.07
H -21.58112 4.68407 26.34667 0.09
H -19.63165 7.27301 24.85343 0.07
H -19.82991 6.50981 23.31542 0.08
H -21.17618 6.85342 24.48816 0.09
H -19.97006 2.43503 26.20007 0.05
H -20.26786 0.92791 25.27149 0.10
H -21.51497 2.11445 25.32948 0.09
H -21.96087 4.55825 23.14231 0.06
C -21.45624 5.52755 11.37066 -0.03
C -22.94001 5.78926 11.06888 -0.44
C -23.46737 6.97805 11.94882 -0.09
C -23.06858 8.37082 11.30076 -0.17
C -23.45738 8.48103 9.84981 -0.13
C -22.88416 7.25867 9.00004 -0.49
N -23.22748 5.98720 9.63015 -0.11
O -22.63065 4.96225 8.92767 -0.03
C -23.48477 7.31182 7.63526 -0.05
C -21.31792 7.36651 8.81760 -0.01
C -23.72685 4.47932 11.47448 -0.02
H -21.02148 4.73149 10.82037 0.08
H -21.32613 5.16312 12.37554 0.07
H -20.78992 6.36945 11.18413 0.05
H -24.53109 6.94389 12.03647 0.11
H -22.95001 6.99329 12.87624 0.06
H -21.97027 8.55435 11.27422 0.10
H -23.51790 9.21133 11.87547 0.10
H -23.07498 9.38023 9.36139 0.12
H -24.54274 8.54457 9.72753 0.12
H -23.16931 8.21555 7.12003 0.09
H -23.16757 6.42988 7.07792 0.09
H -24.54440 7.29149 7.70631 0.07
H -20.79372 7.41312 9.74956 0.03
H -20.99544 6.42154 8.36367 0.09
H -21.15805 8.25789 8.21602 0.08
H -23.71571 4.28104 12.55120 0.07
H -23.27379 3.63430 10.98942 0.07
H -24.72657 4.52786 11.07944 0.08
H -23.30680 4.31793 8.72827 0.11
```

- 2S+1 = 1
- E_tot (eV) = -188460.9688
- E_LUMO (eV) = -1.4678
- highest occupied orbital energy (eV) = -8.23
- orbital gap (eV) = 6.8

=====

[2]
# C21H30N2O3

An isolated molecule of C21H30N2O3 (the ωB97M-V functional and the def2-TZVPD basis, OMol25).

Geometry as XYZ:
```
56
Properties=species:S:1:pos:R:3:lowdin_charge:R:1
C 2.25512 3.14854 0.78497 -0.09
C 1.11853 2.54402 0.02396 -0.13
C -0.13528 2.97916 0.01783 -0.29
C -0.60596 4.16949 0.80230 -0.05
C -1.19580 2.30996 -0.81782 -0.17
N -2.37314 2.02884 -0.01073 -0.17
C -2.14451 1.02329 1.02273 -0.15
C -2.94007 -0.27339 0.82190 -0.10
C -2.93847 -0.70218 -0.64734 -0.30
O -1.61170 -0.93641 -1.11563 -0.02
C -0.80696 -1.87448 -0.54191 -0.18
C 0.55281 -1.59761 -0.62933 0.06
C 1.51703 -2.47952 -0.15825 -0.13
C 2.98158 -2.23373 -0.28326 -0.44
O 3.78561 -3.14061 -0.39582 0.07
N 3.35082 -0.92931 -0.25376 0.11
C 4.70935 -0.52035 -0.38123 -0.28
C 5.02909 0.79550 -1.02080 -0.10
C 5.23563 0.60532 0.45594 -0.09
C 1.10029 -3.66965 0.42089 -0.01
C -0.24552 -3.96023 0.52775 0.00
C -1.21634 -3.09057 0.04435 -0.19
O -2.55776 -3.36524 0.09398 -0.11
C -2.98391 -4.56960 0.68351 -0.07
C -3.51730 0.41384 -1.53326 -0.09
C -3.56165 1.75639 -0.78430 -0.19
H 3.14276 3.21012 0.15670 0.07
H 2.50081 2.53228 1.65207 0.08
H 2.01152 4.14644 1.13552 0.07
H 1.37509 1.67739 -0.57488 0.08
H -0.24848 4.13154 1.82862 0.08
H -1.69177 4.18506 0.81153 0.07
H -0.24472 5.09253 0.34864 0.09
H -1.50455 3.00905 -1.60338 0.13
H -0.78720 1.41045 -1.30113 0.11
H -1.07660 0.79148 1.05496 0.12
H -2.41704 1.45724 1.99432 0.12
H -3.97697 -0.14192 1.13376 0.12
H -2.50326 -1.05966 1.43901 0.11
H -3.53085 -1.61567 -0.76311 0.14
H 0.82502 -0.67978 -1.12839 0.12
H 2.66349 -0.21398 -0.07657 0.12
H 5.34231 -1.37591 -0.57643 0.14
H 5.89439 0.85967 -1.66140 0.10
H 4.20537 1.41581 -1.34120 0.09
H 6.24392 0.53690 0.83257 0.10
H 4.55219 1.09894 1.12970 0.08
H 1.84210 -4.36569 0.77894 0.12
H -0.53798 -4.89465 0.97860 0.10
H -2.69123 -4.62998 1.73653 0.10
H -2.59800 -5.44022 0.14463 0.10
H -4.07074 -4.55637 0.61317 0.10
H -2.88175 0.49893 -2.41532 0.12
H -4.52212 0.15035 -1.86312 0.11
H -3.70725 2.57150 -1.49766 0.12
H -4.40997 1.76668 -0.09334 0.12
```

- 2S+1 = 1
- structure (SMILES) = C/C=C(\C)CN1CCC(Oc2cc(C(=O)NC3CC3)ccc2OC)CC1
- E_tot (eV) = -31384.9763
- E_LUMO (eV) = 0.6850
- highest occupied orbital energy (eV) = -8.18
- orbital gap (eV) = 8.9
- energy relative to the best compared isomer or geometry (same formula, charge and spin) (kcal per mole) = 90.8

=====

[3]
# C4H13N2OS

A cluster of 2 separate species, C4H13N2OS in total in a non-equilibrium geometry (the ωB97M-V functional and the def2-TZVPD basis, OMol25).

Geometry as XYZ:
```
21
Properties=species:S:1:pos:R:3:lowdin_charge:R:1
C 1.11770 1.01231 -1.08729 -0.17
N 0.64917 -0.16538 -0.35938 -0.13
C -0.80203 -0.25736 -0.39032 -0.45
C -1.34419 -1.44546 -1.25923 -0.70
S -0.25469 -1.80486 -2.69133 0.15
C -1.28224 -0.62207 1.02430 -0.27
N -0.96154 0.39029 2.07130 -0.02
H 2.20263 1.06690 -1.02528 0.06
H 0.93080 0.93685 -2.16417 0.05
H 0.68743 1.92846 -0.69822 0.07
H 1.00167 -0.96804 -0.87695 0.01
H -1.30507 0.63962 -0.74470 0.13
H -2.34866 -1.16916 -1.59494 0.03
H -1.54107 -2.34442 -0.66744 0.03
H -0.84460 -1.58469 1.29140 0.10
H -2.36429 -0.73814 1.07415 0.09
H -0.37549 1.10254 1.64330 0.03
H -0.31373 -0.01695 2.74050 0.05
H 3.09758 1.35387 0.90373 0.02
H 1.68894 0.99309 1.40155 0.00
O 2.36167 1.69259 1.40903 -0.09
```

- 2S+1 = 1
- E_tot (eV) = -20222.3904
- E_LUMO (eV) = 3.6246
- highest occupied orbital energy (eV) = -2.76
- total charge = -1
- orbital gap (eV) = 6.4
- energy relative to the best compared isomer or geometry (same formula, charge and spin) (kcal per mole) = 12.5